Computed, not measured: a 11-piece molecular cluster, C17H58N20O11 overall at a distorted geometry, with the ωB97M-V functional and the def2-TZVPD basis.

ORCA input file:
```
! wB97M-V def2-TZVPD RIJCOSX def2/J DEFGRID3
* xyz 0 1
C 2.1805 -8.8435 -1.0492
O 1.8608 -7.4761 -1.0618
C 2.2250 -6.7949 -2.2558
C 2.1973 -5.2593 -2.0062
C 2.0958 -4.5401 -3.3531
N 3.3202 -4.9386 -1.1813
H 3.1997 -8.9883 -0.6908
H 1.8679 -9.4582 -1.8933
H 1.5409 -9.0866 -0.2008
H 3.2050 -7.1139 -2.6105
H 1.5573 -7.1913 -3.0208
H 1.2202 -5.0470 -1.5724
H 3.0252 -4.6968 -3.9007
H 2.0264 -3.4605 -3.2199
H 1.2467 -4.8135 -3.9794
H 2.8652 -4.1680 -0.7130
H 3.3349 -5.5364 -0.3673
C 1.2573 4.6263 9.3458
O 0.8626 4.2791 8.0623
C 1.8464 3.9669 7.1618
C 1.4168 3.8694 5.6837
C 2.5506 3.8538 4.7633
N 0.4245 4.8049 5.1445
H 1.9274 5.4855 9.3755
H 1.8685 3.7924 9.6910
H 0.4796 4.6397 10.1094
H 2.6210 4.7311 7.2264
H 2.2071 2.9653 7.3956
H 0.8481 2.9396 5.6772
H 2.2767 3.9584 3.7135
H 3.0814 2.9088 4.8785
H 3.3489 4.5174 5.0957
H -0.4389 4.5669 5.6115
H 0.5809 5.6857 5.6133
N 5.9317 -2.5887 4.3503
C 6.6132 -3.6367 4.1888
N 7.8533 -3.5776 4.4697
O 5.9959 -4.6213 3.8093
H 6.3231 -1.7697 4.7931
H 4.9414 -2.4645 4.1956
H 8.3968 -4.4155 4.3193
H 8.3565 -2.7126 4.6062
N 7.0430 2.1271 -0.4778
C 6.5931 2.2152 -1.6974
N 7.1662 1.4497 -2.4965
O 5.6226 2.8699 -2.0537
H 7.9844 1.7945 -0.3254
H 6.6205 2.5480 0.3373
H 6.6299 1.2758 -3.3345
H 7.9420 0.8861 -2.1793
N -10.0871 -0.5127 0.6835
C -9.2692 0.1111 1.4377
N -8.0731 -0.1135 1.0653
O -9.6901 0.8986 2.3310
H -9.7831 -1.3095 0.1424
H -11.0434 -0.2165 0.8169
H -7.9187 -0.6654 0.2336
H -7.3835 0.5333 1.4206
N -8.1017 2.6877 -6.3781
C -7.1924 2.5679 -5.4778
N -7.7983 2.6252 -4.3106
O -5.9878 2.4142 -5.6904
H -9.0399 2.8741 -6.0540
H -7.7868 2.9284 -7.3071
H -8.8048 2.7076 -4.3288
H -7.2844 2.5385 -3.4454
N -0.0529 -5.1441 4.2045
C -0.5564 -3.9938 4.0014
N -1.8846 -4.0236 3.8967
O 0.1640 -3.0331 3.8038
H 0.9515 -5.1576 4.3098
H -0.6206 -5.9633 4.0409
H -2.3522 -4.8997 4.0810
H -2.4283 -3.1725 3.8834
N 3.4769 3.0410 -9.3045
C 3.6627 2.7324 -8.0285
N 3.3004 3.6937 -7.2544
O 4.2941 1.7697 -7.6448
H 2.9265 3.8813 -9.4098
H 3.8191 2.3602 -9.9675
H 3.3798 3.5441 -6.2587
H 2.9010 4.5309 -7.6540
N -0.8232 1.6001 -2.6863
C -0.9166 0.8413 -1.6055
N 0.1359 0.8372 -0.8533
O -1.9244 0.3719 -1.1614
H -1.6475 1.7591 -3.2478
H -0.0013 2.1766 -2.7969
H 0.9555 1.3796 -1.0860
H -0.0357 0.4831 0.0769
N -5.9007 -3.3175 -3.0975
C -5.9708 -4.2628 -2.2806
N -5.1606 -3.9794 -1.2758
O -6.8041 -5.1879 -2.3442
H -6.3533 -3.3663 -3.9992
H -5.0970 -2.7087 -3.0386
H -4.9259 -4.6612 -0.5686
H -4.7702 -3.0524 -1.3671
N -2.5565 7.1501 -0.0922
C -1.7180 7.3367 -1.0439
N -0.5336 7.0825 -0.6037
O -1.9902 7.8616 -2.1192
H -3.4486 7.6166 -0.1741
H -2.1444 6.6746 0.6979
H -0.4055 6.4720 0.1906
H 0.1580 7.1004 -1.3395
*
```

ΔE to the lowest compared entry with this formula, charge and spin   9.963 eV
Gap between HOMO and LUMO   9.5 eV